Entry 1:
{"formula": "C20H18BN4O4Rh", "method": "wB97M-V/def2-TZVPD", "symbols": ["Rh", "C", "C", "N", "C", "C", "N", "C", "O", "O", "C", "O", "O", "H", "H", "H", "H", "H", "B", "C", "N", "H", "H", "H", "N", "C", "C", "C", "C", "C", "C", "C", "C", "C", "C", "C", "C", "C", "H", "H", "H", "H", "H", "H", "H", "H", "H", "H"], "coordinates": [[-0.2981, 0.3342, -0.7266], [-3.3258, -1.0090, -2.4579], [-2.0283, -1.7188, -2.3367], [-0.9477, -1.2747, -1.7265], [0.0445, -2.2087, -1.8547], [-0.4386, -3.2613, -2.5649], [-1.7388, -2.9305, -2.8544], [0.1236, -4.5618, -3.0165], [1.3713, -4.8091, -2.6864], [-0.5749, -5.3141, -3.6491], [1.3414, -1.8958, -1.2194], [2.2775, -2.6815, -1.2606], [1.3790, -0.7336, -0.6375], [-3.2574, -0.0494, -1.9535], [-4.1296, -1.5922, -2.0084], [-3.5670, -0.8280, -3.5054], [-2.3490, -3.5355, -3.3847], [1.7838, -4.0694, -2.1540], [-1.6155, 3.9464, -3.6051], [-1.2928, 2.6259, -2.8352], [-0.9979, 1.6744, -2.2427], [-1.7932, 4.7857, -2.7397], [-2.6036, 3.7711, -4.2826], [-0.6269, 4.1893, -4.2664], [-0.5623, -0.4295, 1.0422], [0.1925, 0.1887, 1.8472], [0.3701, -0.1883, 3.2654], [0.6548, 0.7828, 4.2202], [0.7980, 0.4271, 5.5529], [0.6670, -0.9015, 5.9335], [0.3917, -1.8751, 4.9807], [0.2421, -1.5209, 3.6500], [0.9052, 1.3525, 1.2338], [0.1148, 2.2785, 0.5176], [0.7294, 3.2869, -0.2517], [2.1006, 3.3699, -0.2828], [2.8764, 2.4741, 0.4652], [2.2962, 1.4783, 1.2173], [0.7567, 1.8197, 3.9210], [1.0104, 1.1864, 6.2940], [0.7841, -1.1801, 6.9732], [0.2988, -2.9120, 5.2763], [0.0310, -2.2661, 2.8939], [-0.9521, 2.3295, 0.7011], [0.1158, 3.9931, -0.7960], [2.5845, 4.1363, -0.8735], [3.9556, 2.5556, 0.4330], [2.9026, 0.7608, 1.7543]], "forces_ev_per_angstrom": [[0.14, 0.49, -0.51], [0.02, -0.06, -0.01], [0.01, 0.04, -0.06], [0.06, 0.14, 0.06], [-0.04, 0.06, 0.13], [0.00, -0.03, 0.02], [-0.01, -0.03, -0.02], [-0.15, 0.06, -0.03], [0.17, 0.11, 0.13], [0.04, 0.02, 0.02], [0.12, -0.03, 0.06], [-0.07, -0.03, -0.06], [-0.03, -0.20, -0.07], [0.01, 0.02, 0.00], [0.00, 0.00, 0.00], [0.00, 0.00, 0.00], [0.00, -0.01, 0.00], [-0.05, -0.08, -0.07], [-0.05, 0.15, 0.00], [0.05, -0.08, -0.05], [-0.14, -0.33, 0.37], [0.02, -0.05, -0.06], [0.06, -0.01, 0.04], [-0.06, -0.01, 0.03], [-0.23, -0.52, -0.01], [0.15, 0.35, 0.10], [-0.08, -0.03, 0.02], [0.04, 0.03, 0.00], [0.00, -0.02, 0.01], [0.00, 0.01, -0.02], [0.00, 0.03, -0.01], [-0.03, -0.01, 0.00], [-0.25, 0.14, -0.03], [0.14, 0.00, 0.00], [0.10, 0.03, 0.13], [-0.07, 0.01, 0.00], [0.08, -0.03, 0.03], [0.12, -0.07, -0.12], [0.00, -0.01, 0.00], [0.00, 0.00, -0.01], [0.00, 0.01, -0.02], [0.00, 0.01, 0.00], [0.00, 0.01, 0.01], [-0.07, -0.02, 0.02], [0.01, -0.02, -0.01], [-0.01, -0.02, -0.01], [-0.01, 0.00, 0.02], [-0.01, 0.02, 0.01]], "mulliken_charge": [0.412, -1.315, 0.170, 0.226, 0.253, 0.056, -0.013, 0.475, -0.524, -0.599, 0.803, -0.838, -0.449, 0.269, 0.361, 0.344, 0.246, 0.435, 0.113, 0.032, -0.609, -0.122, -0.124, -0.098, -0.780, 0.830, 0.316, -0.267, -0.721, -0.383, -0.607, -0.434, 0.137, -0.090, -0.493, -0.613, -0.612, -0.285, 0.425, 0.390, 0.391, 0.391, 0.446, 0.469, 0.616, 0.441, 0.406, 0.523], "total_charge": 0, "orbital_gap_ev": 7.9, "homo_ha": -0.3492}

***

Entry 2:
{"formula": "C20H18Cl3GeN6O2Pd", "method": "wB97M-V/def2-TZVPD", "symbols": ["Pd", "C", "C", "C", "C", "C", "N", "C", "C", "C", "C", "C", "C", "C", "N", "C", "C", "C", "N", "C", "C", "N", "C", "C", "C", "N", "H", "H", "H", "H", "H", "H", "H", "H", "H", "H", "H", "H", "H", "H", "H", "H", "H", "H", "Cl", "Ge", "Cl", "Cl", "O", "N", "O"], "coordinates": [[-0.9956, -1.0051, -1.5184], [2.5934, -3.6884, 3.3339], [2.0078, -2.6172, 2.4606], [1.1611, -1.6405, 2.9812], [0.5927, -0.6978, 2.1584], [0.8263, -0.6824, 0.7690], [0.1485, 0.2064, -0.0352], [-0.0155, 1.4925, 0.3674], [1.0033, 2.1204, 1.1242], [0.9039, 3.4229, 1.5445], [-0.2270, 4.1822, 1.2418], [-0.3526, 5.6085, 1.6903], [-1.2269, 3.5922, 0.4772], [-1.1456, 2.2839, 0.0281], [-2.2427, 1.7818, -0.7043], [-3.5426, 2.1260, -0.5176], [-4.2706, 1.5187, -1.5051], [-3.3266, 0.8049, -2.2586], [-2.1059, 0.9764, -1.7737], [1.6977, -1.6671, 0.2462], [2.2581, -2.6083, 1.0950], [2.0705, -1.6890, -1.1162], [3.2542, -2.1319, -1.6156], [3.1827, -2.0304, -2.9791], [1.9029, -1.5070, -3.2354], [1.2494, -1.3001, -2.1098], [2.6536, -3.3587, 4.3698], [3.5884, -3.9734, 2.9939], [1.9635, -4.5803, 3.3011], [0.9267, -1.6403, 4.0385], [-0.1082, 0.0230, 2.5579], [1.8904, 1.5429, 1.3459], [1.7189, 3.8683, 2.1017], [0.2855, 5.8021, 2.5506], [-1.3835, 5.8419, 1.9547], [-0.0563, 6.2910, 0.8904], [-2.0935, 4.1809, 0.2047], [-3.8555, 2.7442, 0.3057], [-5.3345, 1.5598, -1.6579], [-3.4899, 0.1863, -3.1247], [2.8887, -3.3830, 0.6786], [4.0566, -2.4576, -0.9777], [3.9405, -2.2914, -3.6964], [1.4449, -1.2613, -4.1782], [-2.7107, -1.2969, 0.3454], [-3.1566, -3.0962, -1.1806], [-0.8124, -3.4786, -1.2107], [-3.6035, -4.6394, 0.3591], [-2.0547, -1.8224, -3.5307], [-1.4839, -1.2018, -4.4663], [-0.6150, -0.4106, -4.1237]], "forces_ev_per_angstrom": [[0.12, 0.47, -1.01], [-0.08, -0.01, -0.05], [-0.03, 0.10, 0.01], [0.07, -0.12, 0.04], [-0.08, 0.11, -0.24], [0.54, -0.13, 0.41], [-0.55, -0.27, 0.08], [0.24, -0.01, 0.03], [-0.04, -0.01, 0.01], [0.04, 0.03, 0.02], [0.02, -0.03, 0.05], [0.00, -0.04, -0.06], [-0.03, -0.05, -0.04], [0.06, 0.00, -0.13], [-0.12, 0.10, 0.30], [-0.13, -0.06, -0.10], [0.01, 0.04, 0.02], [-0.03, 0.29, -0.07], [0.16, -0.25, -0.22], [-0.24, 0.12, 0.08], [0.02, -0.04, -0.02], [0.25, -0.06, 0.06], [0.04, -0.01, -0.18], [0.01, -0.03, 0.10], [0.12, 0.05, -0.06], [-0.20, 0.15, -0.08], [0.02, -0.02, 0.01], [0.01, -0.01, 0.03], [0.02, 0.00, 0.03], [0.00, 0.01, -0.01], [0.00, 0.00, 0.01], [0.00, 0.02, -0.01], [-0.03, 0.00, 0.02], [-0.02, 0.03, 0.01], [0.01, 0.03, 0.03], [0.01, 0.00, 0.01], [0.01, -0.01, -0.02], [0.07, 0.01, 0.00], [0.01, 0.01, 0.03], [0.12, -0.11, 0.02], [-0.01, 0.02, -0.04], [-0.04, 0.02, 0.05], [0.01, 0.02, 0.02], [-0.07, 0.00, 0.07], [-0.19, 0.08, 0.22], [-0.41, -0.33, -0.12], [0.20, -0.33, 0.18], [-0.01, -0.14, 0.21], [0.15, 0.27, 0.76], [0.02, -0.02, -0.37], [-0.06, 0.13, -0.05]], "mulliken_charge": [0.569, -1.573, 0.478, -1.074, 0.174, 1.186, 0.182, -0.043, -0.048, -1.147, 0.416, -1.537, -0.476, -0.132, 0.510, -0.183, -1.065, 0.043, -0.780, -0.444, -0.477, 0.288, -0.249, -1.119, -0.337, 0.031, 0.391, 0.381, 0.306, 0.384, 0.566, 0.527, 0.396, 0.383, 0.376, 0.311, 0.579, 0.472, 0.437, 0.525, 0.548, 0.474, 0.416, 0.523, -0.387, 0.429, -0.298, -0.422, -0.303, 0.170, -0.377], "total_charge": 0, "orbital_gap_ev": [8.2, 5.5], "homo_ha": [-0.2957, -0.2966], "multiplicity": 4}